Record 1
The following is a quantum chemistry calculation of an isolated molecule of C4H8O2, from OMol25.

CARTESIAN COORDINATES (ANGSTROEM)
O 2.147 -1.026 -0.421
C 1.026 -0.252 -0.757
C 0.363 0.361 0.442
C -0.828 1.246 0.227
C -1.090 -0.119 0.741
O -1.703 -1.044 -0.086
H 2.054 -1.351 0.485
H 0.154 -0.834 -1.341
H 1.343 0.421 -1.554
H 0.968 0.497 1.344
H -1.091 1.368 -0.822
H -0.969 2.126 0.838
H -1.253 -0.297 1.801
H -1.122 -1.094 -0.898

The HOMO-LUMO gap is 0.38354 Ha. The HOMO energy comes out at -0.3493 Eh. The value obtained for the LUMO energy is 0.93 eV. The total energy comes out at -8370.6932 eV. As for the SMILES: OC[C@H]1C[C@H]1O. The calculation puts the energy relative to the best compared isomer or geometry (same formula, charge and spin) at 59.7 kcal per mole. The largest force on an atom comes out at 0.04634 Eh/bohr.

The net atomic charges from natural (NBO), expressed in e, are: atom 1 (O): -0.701, atom 2 (C): -0.013, atom 3 (C): -0.312, atom 4 (C): -0.446, atom 5 (C): 0.103, atom 6 (O): -0.688, atom 7 (H): 0.470, atom 8 (H): 0.089, atom 9 (H): 0.186, atom 10 (H): 0.223, atom 11 (H): 0.218, atom 12 (H): 0.226, atom 13 (H): 0.194, atom 14 (H): 0.451


Record 2
The following is a quantum chemistry calculation of an isolated molecule of C4H8O2, from OMol25.

CARTESIAN COORDINATES (ANGSTROEM)
C -1.846 -0.506 -0.178
C -0.939 0.520 0.518
O -0.169 -0.031 1.598
C 0.598 0.537 0.597
C 1.366 -0.314 -0.401
O 2.540 0.183 -1.004
H -1.300 -1.235 -0.786
H -2.610 -0.048 -0.823
H -2.390 -1.075 0.591
H -1.484 1.435 0.786
H 1.091 1.503 0.756
H 0.529 0.013 -1.027
H 1.374 -1.405 -0.243
H 3.241 0.421 -0.385

The HOMO-LUMO gap is 0.38453 Ha. The HOMO energy comes out at -0.3512 Eh. The value obtained for the LUMO energy is 0.91 eV. The total energy comes out at -8369.9682 eV. As for the SMILES: C[C@H]1O[C@H]1CO. The calculation puts the energy relative to the best compared isomer or geometry (same formula, charge and spin) at 76.4 kcal per mole. The largest force on an atom comes out at 0.05518 Eh/bohr.

The net atomic charges from natural (NBO), expressed in e, are: atom 1 (C): -0.654, atom 2 (C): 0.036, atom 3 (O): -0.487, atom 4 (C): 0.061, atom 5 (C): -0.137, atom 6 (O): -0.711, atom 7 (H): 0.215, atom 8 (H): 0.220, atom 9 (H): 0.231, atom 10 (H): 0.177, atom 11 (H): 0.182, atom 12 (H): 0.213, atom 13 (H): 0.185, atom 14 (H): 0.470


Record 3
The following is a quantum chemistry calculation of an isolated molecule of C4H8O2, from OMol25.

CARTESIAN COORDINATES (ANGSTROEM)
C -1.031 0.289 -1.117
C -0.240 0.486 0.123
O -0.234 1.835 0.524
C 0.004 -0.510 1.170
C 1.171 -0.328 0.268
O 1.529 -1.370 -0.583
H -2.088 0.153 -0.889
H -0.642 -0.583 -1.653
H -0.913 1.163 -1.768
H 0.132 1.917 1.416
H -0.005 -0.233 2.218
H -0.522 -1.445 0.976
H 1.538 0.633 -0.029
H 0.817 -2.025 -0.570

The HOMO-LUMO gap is 0.32219 Ha. The HOMO energy comes out at -0.2922 Eh. The value obtained for the LUMO energy is 0.82 eV. The total energy comes out at -8369.9532 eV. As for the SMILES: C[C@@]1(O)C[C@H]1O. The calculation puts the energy relative to the best compared isomer or geometry (same formula, charge and spin) at 76.8 kcal per mole. The largest force on an atom comes out at 0.04417 Eh/bohr.

The net atomic charges from natural (NBO), expressed in e, are: atom 1 (C): -0.636, atom 2 (C): 0.245, atom 3 (O): -0.702, atom 4 (C): -0.482, atom 5 (C): -0.018, atom 6 (O): -0.689, atom 7 (H): 0.213, atom 8 (H): 0.213, atom 9 (H): 0.234, atom 10 (H): 0.475, atom 11 (H): 0.219, atom 12 (H): 0.224, atom 13 (H): 0.242, atom 14 (H): 0.462


Record 4
The following is a quantum chemistry calculation of a 2-piece molecular cluster, C4H8O2 overall, from OMol25.

CARTESIAN COORDINATES (ANGSTROEM)
C 1.292 1.357 0.237
C 0.318 1.635 -0.874
O 0.298 1.054 -1.934
C -0.462 -1.926 -0.628
C -0.983 -1.625 0.554
O -1.354 -0.349 0.890
H 1.936 2.233 0.386
H 1.901 0.483 -0.004
H 0.737 1.183 1.164
H -1.805 -0.366 1.741
H -0.410 2.449 -0.671
H -0.170 -2.948 -0.838
H -0.311 -1.168 -1.392
H -1.134 -2.376 1.330

The HOMO-LUMO gap is 0.35813 Ha. The HOMO energy comes out at -0.3338 Eh. The value obtained for the LUMO energy is 0.66 eV. The total energy comes out at -8371.3426 eV. As for the SMILES: C=CO.CC=O. The calculation puts the energy relative to the best compared isomer or geometry (same formula, charge and spin) at 44.7 kcal per mole. The largest force on an atom comes out at 0.00984 Eh/bohr.

The net atomic charges from natural (NBO), expressed in e, are: atom 1 (C): -0.727, atom 2 (C): 0.458, atom 3 (O): -0.537, atom 4 (C): -0.507, atom 5 (C): 0.121, atom 6 (O): -0.700, atom 7 (H): 0.231, atom 8 (H): 0.233, atom 9 (H): 0.239, atom 10 (H): 0.481, atom 11 (H): 0.102, atom 12 (H): 0.209, atom 13 (H): 0.230, atom 14 (H): 0.165


Record 5
The following is a quantum chemistry calculation of an isolated molecule of C4H8O2, from OMol25.

CARTESIAN COORDINATES (ANGSTROEM)
C -0.862 -1.234 0.124
C -1.252 0.167 -0.377
O -0.653 1.182 0.435
C 0.735 1.107 0.505
C 1.319 -0.061 -0.109
O 0.501 -1.271 0.537
H -1.543 -1.508 0.955
H -1.097 -1.952 -0.688
H -0.961 0.333 -1.424
H -2.331 0.332 -0.309
H 1.051 1.399 1.512
H 1.484 1.654 -0.305
H 2.390 -0.095 0.154
H 1.153 -0.096 -1.196

The HOMO-LUMO gap is 0.37235 Ha. The HOMO energy comes out at -0.3367 Eh. The value obtained for the LUMO energy is 0.97 eV. The total energy comes out at -8370.0141 eV. As for the SMILES: C1COCCO1. The calculation puts the energy relative to the best compared isomer or geometry (same formula, charge and spin) at 75.4 kcal per mole. The largest force on an atom comes out at 0.09168 Eh/bohr.

The net atomic charges from natural (NBO), expressed in e, are: atom 1 (C): -0.088, atom 2 (C): -0.102, atom 3 (O): -0.517, atom 4 (C): -0.061, atom 5 (C): -0.126, atom 6 (O): -0.569, atom 7 (H): 0.182, atom 8 (H): 0.161, atom 9 (H): 0.160, atom 10 (H): 0.204, atom 11 (H): 0.204, atom 12 (H): 0.138, atom 13 (H): 0.225, atom 14 (H): 0.189


Record 6
The following is a quantum chemistry calculation of a 2-piece molecular cluster, C4H8O2 overall, from OMol25.

CARTESIAN COORDINATES (ANGSTROEM)
C 0.434 -2.811 0.448
C -0.308 -1.518 0.335
C -0.240 1.961 -0.390
C 0.986 1.040 -0.506
O -0.223 -2.414 -0.694
O -1.498 -1.177 0.953
H 1.502 -2.657 0.436
H -0.003 -3.520 1.124
H -0.766 1.581 0.542
H -0.996 1.912 -1.191
H 0.127 3.000 -0.305
H 1.748 1.309 0.151
H 1.116 0.501 -1.370
H -2.084 -1.868 0.739

The HOMO-LUMO gap (alpha / beta) is 0.30553 / 0.36373 Ha. The HOMO energy (alpha / beta) comes out at -0.2713 / -0.3846 Eh. As for the spin multiplicity: 3. The value obtained for the LUMO energy (alpha / beta) is 0.93 / -0.57 eV. The total energy comes out at -8366.3291 eV. The calculation puts the energy relative to the best compared isomer or geometry (same formula, charge and spin) at 33.5 kcal per mole. The largest force on an atom comes out at 0.07069 Eh/bohr.

The net atomic charges from natural (NBO), expressed in e, are: atom 1 (C): -0.186, atom 2 (C): 0.537, atom 3 (C): -0.695, atom 4 (C): -0.280, atom 5 (O): -0.488, atom 6 (O): -0.702, atom 7 (H): 0.188, atom 8 (H): 0.181, atom 9 (H): 0.225, atom 10 (H): 0.211, atom 11 (H): 0.216, atom 12 (H): 0.158, atom 13 (H): 0.162, atom 14 (H): 0.474


Record 7
The following is a quantum chemistry calculation of a 2-piece molecular cluster, C4H8O2P overall, from OMol25.

CARTESIAN COORDINATES (ANGSTROEM)
C -2.491 1.103 0.699
C 1.603 -0.864 -1.482
C 0.012 -0.198 1.808
C 0.645 0.304 -1.559
O -2.006 2.041 1.343
O -3.571 0.807 0.152
P -1.201 -0.483 0.475
H 2.269 -0.698 -2.360
H 2.245 -0.585 -0.617
H 1.244 -1.895 -1.553
H 0.700 0.427 1.291
H 0.464 -1.089 2.072
H -0.498 0.010 2.690
H -0.122 0.153 -2.302
H 0.706 0.966 -0.659

The HOMO-LUMO gap (alpha / beta) is 0.26048 / 0.25827 Ha. The HOMO energy (alpha / beta) comes out at -0.1243 / -0.1179 Eh. The value obtained for the LUMO energy (alpha / beta) is 3.71 / 3.82 eV. The total energy comes out at -17659.3093 eV. The calculation puts the energy relative to the best compared isomer or geometry (same formula, charge and spin) at 98.3 kcal per mole. The charge is -1. The largest force on an atom comes out at 0.05252 Eh/bohr.

The net atomic charges from natural (NBO), expressed in e, are: atom 1 (C): 0.656, atom 2 (C): -0.683, atom 3 (C): -0.981, atom 4 (C): -0.433, atom 5 (O): -0.751, atom 6 (O): -0.745, atom 7 (P): 0.285, atom 8 (H): 0.190, atom 9 (H): 0.199, atom 10 (H): 0.211, atom 11 (H): 0.218, atom 12 (H): 0.201, atom 13 (H): 0.234, atom 14 (H): 0.194, atom 15 (H): 0.206


Record 8
The following is a quantum chemistry calculation of an isolated ion of composition C4H8O2P and charge -1, from OMol25.

CARTESIAN COORDINATES (ANGSTROEM)
C 0.271 1.500 -0.681
C -1.049 0.953 -0.119
C -1.108 -0.646 -0.395
C 0.121 -1.253 0.248
O 2.656 -0.390 -0.876
O 2.041 0.464 1.450
P 1.491 0.049 -0.092
H 0.238 1.451 -1.788
H -1.285 1.188 0.941
H -1.864 1.247 -0.719
H -2.003 -0.900 0.208
H -1.022 -0.755 -1.420
H 0.028 -1.219 1.385
H 0.324 -2.300 -0.155
H 1.161 0.610 2.014

The HOMO-LUMO gap is 0.22877 Ha. The HOMO energy comes out at -0.0793 Eh. The value obtained for the LUMO energy is 4.07 eV. The total energy comes out at -17661.5721 eV. As for the SMILES: [O-][P@@]1(O)=CCCC1. The calculation puts the energy relative to the best compared isomer or geometry (same formula, charge and spin) at 46.1 kcal per mole. The charge is -1. The largest force on an atom comes out at 0.09512 Eh/bohr.

The net atomic charges from natural (NBO), expressed in e, are: atom 1 (C): -0.973, atom 2 (C): -0.433, atom 3 (C): -0.439, atom 4 (C): -0.789, atom 5 (O): -1.143, atom 6 (O): -1.004, atom 7 (P): 2.015, atom 8 (H): 0.165, atom 9 (H): 0.155, atom 10 (H): 0.184, atom 11 (H): 0.179, atom 12 (H): 0.199, atom 13 (H): 0.190, atom 14 (H): 0.221, atom 15 (H): 0.472


The lowest largest force on an atom belongs to which entry? number 4